Entry 1:
Formula: C14H25BrLuO3P2
Source: OMol25
Level of theory: ωB97M-V with the def2-TZVPD basis set

Geometry as XYZ:
```
46
Properties=species:S:1:pos:R:3:lowdin_charge:R:1
Lu 0.0706 -0.5789 -0.4404 1.03
H -2.4484 -1.2596 -0.0751 0.06
H -2.5359 -0.5500 -0.3632 0.06
P -0.1938 -3.0562 -1.7243 0.70
P -0.1850 2.0609 -2.0597 0.72
C 1.3191 2.9112 -1.6064 -0.22
H 1.1353 3.9650 -1.8504 0.07
H 1.5608 2.8213 -0.5406 0.02
H 2.1474 2.5268 -2.2101 0.06
C -0.5791 2.4262 -3.7686 -0.22
H -1.5467 1.9795 -4.0317 0.06
H -0.6292 3.5157 -3.9077 0.07
H 0.1843 2.0082 -4.4323 0.06
C -1.5040 2.7902 -1.0708 -0.27
H -1.3279 2.7160 0.0130 0.00
H -1.5386 3.8682 -1.3255 0.06
H -2.4843 2.3524 -1.3104 0.05
C -0.3305 -3.4503 -3.5141 -0.28
H -0.3885 -4.5386 -3.6852 0.06
H -1.2360 -2.9776 -3.9235 0.04
H 0.5469 -3.0480 -4.0408 0.05
C 1.2255 -4.1176 -1.2200 -0.28
H 1.3388 -4.0702 -0.1251 0.05
H 1.0412 -5.1605 -1.5279 0.06
H 2.1419 -3.7388 -1.6980 0.05
C -1.6174 -4.0325 -1.0621 -0.30
H -2.5538 -3.5829 -1.4310 0.04
H -1.5659 -5.0902 -1.3755 0.06
H -1.6036 -3.9748 0.0387 0.04
C 2.4199 -0.7509 -0.4407 -0.18
O 3.4465 -0.7161 0.1003 0.05
H 0.2013 0.6283 -2.1648 -0.13
Br 0.4174 3.6356 2.0850 0.87
C 0.5133 2.3795 3.4956 -0.56
C 0.5237 2.8408 4.8138 -0.11
C 0.4757 1.9540 5.8955 -0.04
C 0.3718 0.5770 5.6611 -0.05
C 0.3472 0.0878 4.3575 0.00
C 0.4358 0.9688 3.2827 -0.17
C 0.3113 0.3617 1.9774 -0.55
O -0.0791 -0.8712 1.7915 -0.17
O 0.6680 1.0138 0.9065 -0.30
H 0.5260 3.9266 4.9753 0.11
H 0.4465 2.3625 6.9130 0.12
H 0.2932 -0.1357 6.4843 0.11
H 0.2381 -0.9774 4.1346 0.13
```

## Properties
HOMO-LUMO gap (spin up / spin down)   5.04 / 5.04 eV
ΔE to the lowest compared entry with this formula, charge and spin   0.000 eV
E_HOMO (spin up / spin down)   -0.29144 / -0.29146 Eh
Net charge   +1

***

Entry 2:
Formula: C14H25N3O3
Source: OMol25
Level of theory: ωB97M-V with the def2-TZVPD basis set

Geometry as XYZ:
```
45
Properties=species:S:1:pos:R:3:lowdin_charge:R:1
C 0.5286 4.4868 -1.8522 -0.11
C 1.7430 4.0523 -1.0396 -0.27
C 1.4388 3.8621 0.4468 -0.22
C 0.4335 2.7426 0.7136 -0.23
C 0.3733 2.3765 2.1955 -0.20
C -0.7428 1.3866 2.5311 -0.15
C -0.6679 0.0960 1.7182 -0.20
C -1.5347 0.0119 0.4660 -0.07
C -1.7260 -1.5016 0.3061 -0.44
C -3.0521 -1.8817 -0.3477 0.02
C -0.5746 -2.1476 -0.4482 -0.25
C -0.3864 -3.6262 -0.2749 0.00
N 0.1337 -1.3872 -1.1810 0.09
N 1.1542 -1.8534 -1.9188 0.06
C 1.9459 -1.0089 -2.6821 -0.61
N 1.6202 0.3000 -2.5712 0.17
O 2.8526 -1.4513 -3.3483 0.06
O -1.7215 -2.0008 1.6564 0.07
C -1.1420 -1.1295 2.4946 -0.43
O -1.0269 -1.3344 3.6669 0.14
H 0.0992 5.3951 -1.4355 0.07
H 0.8147 4.6869 -2.8824 0.07
H -0.2378 3.7159 -1.8568 0.06
H 2.1384 3.1177 -1.4448 0.09
H 2.5230 4.8103 -1.1400 0.10
H 1.0611 4.7983 0.8633 0.11
H 2.3726 3.6254 0.9623 0.11
H 0.7314 1.8653 0.1362 0.10
H -0.5592 3.0503 0.3814 0.12
H 1.3331 1.9518 2.4979 0.12
H 0.2171 3.2841 2.7826 0.12
H -1.7139 1.8600 2.3707 0.12
H -0.6725 1.1220 3.5891 0.12
H 0.3781 -0.1101 1.4613 0.16
H -2.4996 0.4900 0.6441 0.13
H -1.0763 0.4409 -0.4181 0.10
H -3.1496 -2.9620 -0.4052 0.09
H -3.8776 -1.4921 0.2424 0.09
H -3.0945 -1.4636 -1.3496 0.10
H -1.0288 -3.9917 0.5201 0.09
H 0.6490 -3.8490 -0.0144 0.09
H -0.6260 -4.1520 -1.2004 0.09
H 1.4030 -2.8381 -1.9362 0.15
H 0.7688 0.5457 -2.0967 0.07
H 2.0600 0.9556 -3.1910 0.11
```

## Properties
SMILES   CCCCCC[C@@H]1C[C@@](C)(/C(C)=N/NC(N)=O)OC1=O
HOMO-LUMO gap   9.94 eV
ΔE to the lowest compared entry with this formula, charge and spin   0.638 eV
E_HOMO   -0.34494 Eh

***

Entry 3:
Formula: C14H25N5O6Rh
Source: OMol25
Level of theory: ωB97M-V with the def2-TZVPD basis set

Geometry as XYZ:
```
51
Properties=species:S:1:pos:R:3:lowdin_spin:R:1
O -1.1027 -2.7284 -1.6246 0.08
H -2.0163 -2.2994 -1.6797 0.00
Rh -0.2786 -0.2179 -0.4557 0.51
N -0.8893 0.6204 1.2465 0.18
N -2.3118 -0.3208 -0.6434 0.14
N 1.6245 0.4255 -0.1837 0.46
N 0.6616 -0.7231 -2.2028 0.45
O -0.1270 1.1596 2.1410 0.31
O 2.0672 1.1187 0.8861 0.19
O 0.1580 -1.4795 -3.1482 0.44
O -2.9704 -0.8445 -1.6123 0.37
C -3.0270 0.1861 0.4078 0.04
C -2.2373 0.7046 1.4502 0.00
C 2.5055 0.2704 -1.1872 0.11
C 1.9533 -0.3352 -2.3446 0.27
C -2.7083 1.3465 2.7021 -0.01
H -2.4092 2.4010 2.7550 0.00
H -2.3018 0.8387 3.5854 0.00
H -3.7974 1.3031 2.7546 0.00
C -4.5083 0.1664 0.3673 0.00
H -4.8769 -0.7894 -0.0215 0.00
H -4.8951 0.9651 -0.2793 0.00
H -4.9108 0.3178 1.3701 0.00
C 3.9078 0.7496 -1.0597 0.01
C 2.7419 -0.6066 -3.5691 0.04
H 4.2167 0.8397 -0.0136 0.00
H 4.0470 1.7290 -1.5381 0.00
H 4.5909 0.0573 -1.5640 0.00
H 2.1169 -1.0644 -4.3371 0.00
H 3.5744 -1.2854 -3.3417 0.01
H 3.1787 0.3184 -3.9645 0.01
H 1.2193 1.1677 1.4976 0.00
H -0.5569 -2.2670 -2.3886 0.01
C -0.3558 -2.0812 0.0053 0.14
H -1.1484 -2.1237 0.7525 0.01
H 0.7148 -1.5867 0.0293 0.06
H 0.1542 -3.0295 0.0784 0.03
O 1.0463 -3.6354 2.9458 0.00
H 2.0085 -3.4646 3.0364 0.00
H 0.6571 -3.1294 3.6706 0.00
C -1.2010 4.2742 -2.6256 0.00
C -0.5811 4.2116 -1.3825 0.00
C -0.3253 2.9711 -0.7999 0.01
N -0.6738 1.8258 -1.4009 0.11
C -1.2544 1.8623 -2.6101 0.00
C -1.5372 3.0748 -3.2491 0.00
H -1.4163 5.2332 -3.0993 0.00
H -0.2821 5.0995 -0.8283 0.00
H 0.1618 2.9010 0.1754 0.00
H -1.5033 0.9138 -3.0746 0.00
H -2.0182 3.0294 -4.2185 0.00
```

## Properties
HOMO-LUMO gap (spin up / spin down)   5.39 / 7.10 eV
<S²>   6.10
2S+1   5
E_HOMO (spin up / spin down)   -0.35264 / -0.46087 Eh
Net charge   +1

***

Entry 4:
Formula: C14H25N5O6Zn
Source: OMol25
Level of theory: ωB97M-V with the def2-TZVPD basis set

Geometry as XYZ:
```
51
Properties=species:S:1:pos:R:3:lowdin_charge:R:1
O -0.0189 0.0682 -4.7070 -0.13
H -0.4113 -0.0138 -5.5875 0.07
Zn -0.1930 0.0870 -0.2156 0.67
N 0.2595 1.5553 1.0626 -0.20
N 1.2899 0.9913 -1.1748 -0.19
N -1.1732 -1.0247 1.0990 -0.05
N -0.3091 -1.6262 -1.1732 -0.03
O -0.2324 1.6401 2.2687 -0.22
O -1.4192 -0.6487 2.3926 -0.04
O 0.4450 -1.9154 -2.2873 -0.03
O 1.8228 0.4975 -2.2414 -0.20
C 1.8604 2.0555 -0.5525 -0.27
C 1.2673 2.3816 0.7029 -0.27
C -1.3522 -2.3102 0.7909 -0.24
C -0.8320 -2.6614 -0.5073 -0.23
C 1.6881 3.4798 1.6156 -0.03
H 1.9837 3.0873 2.5994 0.09
H 0.8640 4.1931 1.7678 0.09
H 2.5354 4.0260 1.1916 0.06
C 3.0398 2.7323 -1.1534 -0.03
H 2.8343 2.9638 -2.2055 0.08
H 3.9203 2.0759 -1.1132 0.09
H 3.2779 3.6583 -0.6217 0.06
C -1.9508 -3.2938 1.7403 -0.01
C -0.8397 -4.0570 -1.0131 0.00
H -2.5377 -2.7913 2.5187 0.09
H -1.1711 -3.8909 2.2385 0.10
H -2.5985 -3.9990 1.2026 0.09
H -0.0857 -4.1786 -1.7910 0.09
H -1.8201 -4.3163 -1.4311 0.10
H -0.6390 -4.7599 -0.1983 0.09
H -0.9591 0.2858 2.4375 0.04
H 0.9799 -1.0699 -2.4346 0.06
C -0.9774 0.7640 -3.8993 -0.15
H -0.4084 1.4532 -3.2804 0.06
H -1.5011 0.0418 -3.2689 0.06
H -1.6906 1.3207 -4.5252 0.08
O -2.3017 1.3410 -0.5014 -0.05
H -2.9355 0.7372 -0.0679 0.06
H -2.1676 2.0595 0.1465 0.07
C 4.1215 -2.1646 2.1172 -0.07
C 3.1941 -1.4576 2.8845 -0.05
C 2.0943 -0.8865 2.2380 -0.12
N 1.9152 -0.9826 0.9256 0.06
C 2.7912 -1.6580 0.1824 -0.11
C 3.9215 -2.2708 0.7407 -0.05
H 4.9871 -2.6297 2.5838 0.10
H 3.2810 -1.3260 3.9580 0.10
H 1.3431 -0.3271 2.8021 0.10
H 2.5989 -1.7141 -0.8888 0.10
H 4.5910 -2.8032 0.0714 0.10
```

## Properties
HOMO-LUMO gap (spin up / spin down)   5.48 / 5.47 eV
ΔE to the lowest compared entry with this formula, charge and spin   0.000 eV
E_HOMO (spin up / spin down)   -0.22904 / -0.22875 Eh

***

Entry 5:
Formula: C14H25N5S4Sc
Source: OMol25
Level of theory: ωB97M-V with the def2-TZVPD basis set

Geometry as XYZ:
```
49
Properties=species:S:1:pos:R:3:lowdin_charge:R:1
Sc 0.0000 0.0000 0.0000 0.76
S 2.1491 -1.1606 0.4330 0.92
S -0.7288 2.2843 -0.5081 0.95
C 3.6178 -0.0745 0.4585 -0.28
C 2.1972 -1.7877 -1.2948 -0.38
C 1.8599 -0.7407 -2.3327 -0.22
N 0.5054 -0.1762 -2.1423 -0.16
C 0.3161 1.1136 -2.8419 -0.22
C -0.8613 1.8940 -2.3017 -0.37
H 1.4887 -2.6138 -1.3134 0.08
H 3.1838 -2.2053 -1.4850 0.12
H 1.9731 -1.1702 -3.3316 0.16
H 2.5679 0.0815 -2.2651 0.12
H 0.1907 0.9668 -3.9179 0.16
H 1.2271 1.6920 -2.7111 0.12
H -1.7917 1.3375 -2.3988 0.10
H -0.9829 2.8256 -2.8509 0.12
C 0.6212 3.5176 -0.5109 -0.26
H -0.1655 -0.8389 -2.5193 0.15
H 1.5449 3.1055 -0.9026 0.05
H 0.7726 3.8069 0.5237 0.03
H 0.3194 4.3893 -1.0835 0.08
H 3.6718 0.3430 1.4585 0.05
H 3.5359 0.7351 -0.2587 0.04
H 4.5119 -0.6610 0.2699 0.08
C -3.6604 -3.7992 -2.1120 -0.05
C -3.9569 -3.7160 -0.8247 -0.13
H -2.9486 -4.5227 -2.4888 0.06
H -4.1163 -3.1477 -2.8466 0.06
H -3.5009 -4.3674 -0.0900 0.03
H -4.6687 -2.9925 -0.4479 0.06
N 2.2090 2.6636 2.0222 0.11
C 0.9674 2.1109 2.3894 -0.62
N 0.2690 1.1759 1.6925 -0.16
C -0.8777 0.7946 2.3957 -0.31
C -1.1165 1.4951 3.5736 -0.28
S 0.1560 2.5627 3.7977 1.22
C -1.7209 -0.4385 1.9425 -0.28
C -2.7067 -1.0516 2.7160 -0.25
S -2.9580 -2.5946 2.0577 1.22
C -1.8536 -2.3871 0.7932 -0.60
N -1.3742 -1.1529 0.8184 -0.10
N -1.2823 -3.3920 -0.0160 0.13
H 2.6583 3.3604 2.6436 0.15
H 2.6854 2.3890 1.1609 0.09
H -1.9502 1.3507 4.2500 0.11
H -3.1187 -0.6836 3.6463 0.11
H -1.4329 -4.3852 0.1956 0.14
H -0.5760 -3.1406 -0.7209 0.10
```

## Properties
HOMO-LUMO gap   7.44 eV
ΔE to the lowest compared entry with this formula, charge and spin   0.229 eV
E_HOMO   -0.63257 Eh
Net charge   +3

***

| no. | electronic energy (eV) |
| --- | --- |
| 1 | -143299.0885 |
| 2 | -25537.7209 |
| 3 | -37650.0666 |
| 4 | -83071.4105 |
| 5 | -86390.2902 |